## P
Here is C4H6OS in the gas phase from OMol25. Energies are from the ωB97M-V functional and the def2-TZVPD basis.

Computed properties:
SMILES string = O=CCCC=S
LUMO = -0.758 eV
E_HOMO = -9.09 eV

```
! RIJCOSX wB97M-V def2-TZVPD def2/J DEFGRID3
* xyz 0 1
C 1.1982 0.7255 0.2496
C 0.0407 1.1646 -0.4745
C -1.2757 0.9293 0.2202
C -1.6071 -0.4704 0.2759
H 1.4585 1.2920 1.1236
H -0.0090 0.6034 -1.4508
H 0.1301 2.2476 -0.6436
H -1.9871 1.5357 -0.3686
H -1.2747 1.4122 1.2473
H -0.8753 -1.0359 0.8337
O -2.5121 -1.0947 -0.2063
S 2.0323 -0.7119 -0.0449
*
```

---

## Q
Here is C4H6OS in the gas phase from OMol25. Energies are from the ωB97M-V functional and the def2-TZVPD basis.

Computed properties:
SMILES string = O=C(S)C1CC1
LUMO = 0.416 eV
E_HOMO = -9.25 eV

```
! RIJCOSX wB97M-V def2-TZVPD def2/J DEFGRID3
* xyz 0 1
C 0.7311 0.5365 0.7017
C -0.6160 0.4953 -0.1429
C -1.0348 -1.0168 -0.2971
C -0.1779 -0.1620 -1.3265
H 1.8826 0.9346 2.6383
H -1.4298 1.0608 0.1643
H -0.3140 -1.7464 0.1714
H -2.1659 -1.1947 -0.5380
H 1.1140 -0.2581 -1.1375
H -0.3496 -0.0040 -2.6325
O 1.5940 -0.3089 0.2542
S 0.7663 1.6637 2.1446
*
```

---

Least stable: Q

---

## P
Here is a molecular structure, C4H6OS from OMol25. Energies are from the ωB97M-V functional and the def2-TZVPD basis.

Computed properties:
LUMO = -0.232 eV
E_HOMO = -8.60 eV

```
! RIJCOSX wB97M-V def2-TZVPD def2/J DEFGRID3
* xyz 0 1
C 1.0909 1.5407 0.5291
C 0.8449 0.4629 -0.6860
C 0.5928 -1.2890 0.6418
C -0.3820 -0.1986 0.1281
H 2.3097 1.5487 0.8321
H -0.0104 1.2889 1.5912
H 0.6519 2.5064 -0.1697
H 0.6579 0.8789 -1.8200
H 0.5019 -2.6397 0.5205
H 1.0398 -0.9466 1.7644
O 1.5822 -0.8130 -0.6049
S -1.9180 0.0482 -0.0974
*
```

---

## Q
Here is C4H6OS in the gas phase from OMol25. Energies are from the ωB97M-V functional and the def2-TZVPD basis.

Computed properties:
SMILES string = C=C=C(C)SO
LUMO = 0.322 eV
E_HOMO = -8.27 eV

```
! RIJCOSX wB97M-V def2-TZVPD def2/J DEFGRID3
* xyz 0 1
C -0.7566 0.0976 0.2849
C 0.1328 0.1754 -0.6541
C -1.5482 -0.4404 1.1625
C 1.4848 -0.4390 -0.6344
O -1.3785 2.1214 -0.9211
S -0.1694 1.4294 -1.9391
H -1.5168 -0.2255 2.2183
H -1.3571 3.0454 -1.2321
H -1.9370 -1.4787 1.0134
H 1.3932 -1.3826 -0.1458
H 1.7890 -0.6904 -1.7303
H 2.2296 0.3697 -0.1773
*
```

---

## R
Here is C4H6OS in the gas phase from OMol25. Energies are from the ωB97M-V functional and the def2-TZVPD basis.

Computed properties:
SMILES string = C=C1CSCO1
LUMO = 0.903 eV
E_HOMO = -8.90 eV

```
! RIJCOSX wB97M-V def2-TZVPD def2/J DEFGRID3
* xyz 0 1
C 0.1744 -0.4481 0.3709
C 0.3192 -1.7193 0.7343
C -1.1985 0.0987 0.2196
C 0.7661 1.4261 -0.8947
O 1.2345 0.4507 0.0232
S -0.9675 1.7519 -0.4469
H 1.2905 -2.2364 0.7738
H -0.5444 -2.3328 0.9759
H -1.9736 -0.4235 -0.3622
H -1.5311 0.1074 1.1941
H 1.5508 2.3486 -0.7444
H 0.8794 0.9766 -1.8436
*
```

---

## S
Here is C4H6OS in the gas phase from OMol25. Energies are from the ωB97M-V functional and the def2-TZVPD basis.

Computed properties:
SMILES string = C=COC(C)=S
LUMO = 0.271 eV
E_HOMO = -8.58 eV

```
! RIJCOSX wB97M-V def2-TZVPD def2/J DEFGRID3
* xyz 0 1
C -0.5452 -1.5228 -1.4410
C -0.7914 -0.3789 -0.5398
C 0.2392 1.2129 0.9735
C 1.4523 1.2841 1.5571
H -1.5037 -1.5369 -2.0627
H -0.2954 -2.5241 -1.0119
H 0.0891 -1.3332 -2.2136
H -0.6003 1.6868 1.4808
H 1.7968 2.1088 2.2192
H 2.2676 0.9027 1.0995
O 0.2199 -0.0603 0.1789
S -2.3289 0.1610 -0.2400
*
```

---

Least stable: P

---

## P
Here is a molecular structure, C4H6OS from OMol25. Energies are from the ωB97M-V functional and the def2-TZVPD basis.

Computed properties:
LUMO = 0.774 eV
E_HOMO = -9.20 eV

```
! RIJCOSX wB97M-V def2-TZVPD def2/J DEFGRID3
* xyz 0 1
C -0.5113 -0.1214 -1.1843
C -1.3928 -0.4219 -0.2323
C 0.9195 0.2961 -0.9251
C 0.6194 0.5182 0.9679
O -0.4886 -1.5072 2.0591
S -0.9853 -0.2067 1.5401
H -0.7612 -0.2644 -2.3384
H -2.3656 -0.7540 -0.3441
H 1.7509 -0.4845 -0.9554
H 0.9541 1.2767 -1.2688
H 1.4979 0.1661 1.4411
H 0.7631 1.5031 1.2400
*
```

---

## Q
Here is C4H6OS in the gas phase from OMol25. Energies are from the ωB97M-V functional and the def2-TZVPD basis.

Computed properties:
SMILES string = C[C@@H]1OC=CS1
LUMO = 0.880 eV
E_HOMO = -8.41 eV

```
! RIJCOSX wB97M-V def2-TZVPD def2/J DEFGRID3
* xyz 0 1
C 1.8981 -0.1338 0.6950
C 0.8550 -0.1839 -0.4769
C -1.3862 0.3256 0.5965
C -0.7445 1.3451 0.1240
H 2.3350 -1.1650 0.6102
H 1.6716 0.0032 1.7370
H 2.5601 0.6308 0.3572
H 1.4577 -0.4739 -1.2993
H -2.1849 0.5737 1.2703
H -0.7430 2.4455 0.4749
O 0.2986 1.1177 -0.7917
S -0.7012 -1.1921 -0.1530
*
```

---

Least stable: P

---

## P
Here is 2 unconnected molecules or ions with the total composition C3H4S2 from OMol25. Energies are from the ωB97M-V functional and the def2-TZVPD basis.

Computed properties:
SMILES string = C1=CS1.C=S
LUMO = -0.923 eV
E_HOMO = -7.65 eV

```
! RIJCOSX wB97M-V def2-TZVPD def2/J DEFGRID3
* xyz 0 1
C -0.0146 0.6776 0.7473
C 0.4868 -1.2000 -1.6218
C -0.7373 0.9720 1.7696
S -0.3956 2.4942 0.8728
S 0.4232 -2.2263 -0.3963
H 0.4338 0.0724 0.0386
H -0.0608 -1.3920 -2.4486
H 1.0306 -0.2488 -1.6549
H -1.1662 0.8508 2.6933
*
```

---

## Q
Here is 2 unconnected molecules or ions with the total composition C3H4S2 from OMol25. Energies are from the ωB97M-V functional and the def2-TZVPD basis.

Computed properties:
SMILES string = C1=CS1.C=S
LUMO = -0.035 eV
E_HOMO = -7.96 eV

```
! RIJCOSX wB97M-V def2-TZVPD def2/J DEFGRID3
* xyz 0 1
C 1.4991 -0.0783 0.4869
C -1.6737 -1.3294 -1.0046
C 1.9126 -0.9546 1.2939
S 1.3892 -1.6944 -0.3460
S -2.6120 -0.8890 0.1784
H 1.1258 0.8795 0.1157
H -1.9813 -1.0099 -2.0550
H -0.7169 -1.8582 -0.9021
H 2.0745 -1.2140 2.2929
*
```

---

## R
Here is C3H4S2 in the gas phase from OMol25. Energies are from the ωB97M-V functional and the def2-TZVPD basis.

Computed properties:
SMILES string = S=C[C@H]1CS1
LUMO = -0.430 eV
E_HOMO = -8.84 eV

```
! RIJCOSX wB97M-V def2-TZVPD def2/J DEFGRID3
* xyz 0 1
C 0.6001 -0.9748 0.6447
C -0.8931 0.8424 -0.4054
C 0.4360 0.2428 -0.1330
S 1.4915 -2.2874 0.3100
S 0.1620 1.7755 0.6532
H -0.0913 -1.2046 1.5151
H -0.9326 0.9720 -1.4972
H -1.7663 0.3186 -0.0551
H 0.9936 0.3155 -1.0323
*
```

---

## S
Here is C3H4S2 in the gas phase from OMol25. Energies are from the ωB97M-V functional and the def2-TZVPD basis.

Computed properties:
SMILES string = S=C[C@H]1CS1
LUMO = -0.685 eV
E_HOMO = -8.92 eV

```
! RIJCOSX wB97M-V def2-TZVPD def2/J DEFGRID3
* xyz 0 1
C 1.2641 -0.0283 0.0508
C -1.2208 -0.3769 0.1749
C -0.0893 0.5008 -0.2543
S 2.5127 0.3711 -0.9975
S -1.0059 0.9849 1.2569
H 1.5380 -0.5867 1.0465
H -2.0573 -0.6043 -0.4628
H -0.6718 -1.2829 0.4347
H -0.2698 1.0223 -1.2492
*
```

---

Least stable: P

---

## P
Here is 2 unconnected molecules or ions with the total composition C3H4S2 from OMol25. Energies are from the ωB97M-V functional and the def2-TZVPD basis.

Computed properties:
LUMO = -0.555 eV
E_HOMO = -8.88 eV

```
! RIJCOSX wB97M-V def2-TZVPD def2/J DEFGRID3
* xyz 0 1
C -2.2954 -0.4575 0.6543
C 1.5068 0.4126 -0.6024
C 1.7724 0.3129 0.8308
S -1.7543 -0.8505 -0.8279
S 3.2703 0.3010 0.0412
H -3.3396 -0.7675 0.9003
H -1.5310 0.2032 1.1736
H 1.1600 -0.5360 -1.2216
H 1.2108 1.3817 -0.9482
*
```

---

## Q
Here is C3H4S2 in the gas phase from OMol25. Energies are from the ωB97M-V functional and the def2-TZVPD basis.

Computed properties:
LUMO = 0.484 eV
E_HOMO = -8.54 eV

```
! RIJCOSX wB97M-V def2-TZVPD def2/J DEFGRID3
* xyz 0 1
C 0.2523 -1.2266 -0.1837
C 0.9503 -0.1625 -0.1938
C 1.0448 1.1486 -0.1721
S -1.6649 -0.8132 -0.0746
S -1.7320 1.1227 -0.0276
H 0.4270 -2.2754 -0.2464
H 1.1315 1.7110 -1.0879
H 1.2788 1.6793 0.7332
H -1.6876 -1.1840 1.2531
*
```

---

Least stable: P

---

## P
Here is C2H6N4 in the gas phase from OMol25. Energies are from the ωB97M-V functional and the def2-TZVPD basis.

Computed properties:
LUMO (spin up / spin down) = 0.987 / 0.986 eV
E_HOMO (spin up / spin down) = -7.45 / -7.45 eV

```
! RIJCOSX wB97M-V def2-TZVPD def2/J DEFGRID3
* xyz 0 1
C 0.2587 0.4981 0.3919
C -2.1222 -0.0354 0.1761
N 1.4268 1.1047 0.1213
N 1.7785 -1.0542 -0.1009
N 2.2745 0.1862 -0.0638
N -0.8803 0.5667 -0.2796
H -2.9903 0.2656 -0.3598
H -2.1174 -1.0688 0.0650
H -2.3712 0.3198 1.1540
H 2.4584 -1.7737 0.0954
H 3.2261 0.2877 0.0288
H -0.9416 0.7033 -1.2284
*
```

---

## Q
Here is a molecular structure, C2H6N4 from OMol25. Energies are from the ωB97M-V functional and the def2-TZVPD basis.

Computed properties:
LUMO = 0.236 eV
E_HOMO = -8.31 eV

```
! RIJCOSX wB97M-V def2-TZVPD def2/J DEFGRID3
* xyz 0 1
C 0.8975 -0.3282 -0.3354
C -0.1533 0.7147 0.0455
H -0.0556 -0.0754 1.8364
H 1.2587 -1.6003 2.5719
H 1.1370 -0.3684 -1.3284
H -0.2314 1.2700 1.0850
H -2.0339 1.2776 -2.2119
H -0.7114 0.0393 -2.3606
N 0.9523 -0.8548 1.9973
N 1.4129 -0.9993 0.7691
N -1.2251 1.0633 -0.6615
N -1.6870 0.3820 -1.7982
*
```

---

## R
Here is 2 unconnected molecules or ions with the total composition C2H6N4 from OMol25. Energies are from the ωB97M-V functional and the def2-TZVPD basis.

Computed properties:
LUMO = 0.839 eV
E_HOMO = -8.29 eV

```
! RIJCOSX wB97M-V def2-TZVPD def2/J DEFGRID3
* xyz 0 1
C 0.7355 -0.8585 -0.2939
C -1.6972 -0.4189 -0.0960
N -0.1384 1.0645 0.6557
N 3.4831 -0.3495 -0.4265
N 3.9466 0.4100 0.2259
N -0.3189 -0.1192 -0.1178
H 0.3569 -1.6710 -1.0401
H -2.2628 0.5585 -0.3182
H -2.0785 -0.6162 1.0046
H -2.1485 -1.1814 -0.7105
H -0.7665 1.7942 0.2996
H 0.8887 1.3874 0.8171
*
```

---

## S
Here is 2 unconnected molecules or ions with the total composition C2H6N4 from OMol25. Energies are from the ωB97M-V functional and the def2-TZVPD basis.

Computed properties:
SMILES string = C=NNN.C#N
LUMO (spin up / spin down) = 0.008 / 0.008 eV
E_HOMO (spin up / spin down) = -9.10 / -9.10 eV

```
! RIJCOSX wB97M-V def2-TZVPD def2/J DEFGRID3
* xyz 0 1
C -2.1471 -0.0388 0.1152
N -0.1053 -0.1811 -0.9160
N -1.1981 0.5309 -0.5027
N 0.2481 -1.2570 -0.1589
H 0.7539 -1.9008 -0.7631
H -2.1511 -1.0896 0.3944
H -2.9530 0.5950 0.4560
C 1.8333 1.1557 0.3150
N 2.0589 0.2540 1.0417
H 1.0160 -0.9227 0.5828
H 1.8502 2.2278 0.2340
H 0.7942 0.6265 -0.7985
*
```

---

Least stable: Q

---

## P
Here is a molecular structure, C2H5NS2 from OMol25. Energies are from the ωB97M-V functional and the def2-TZVPD basis.

Computed properties:
LUMO = -2.094 eV
E_HOMO = -8.46 eV

```
! RIJCOSX wB97M-V def2-TZVPD def2/J DEFGRID3
* xyz 0 1
C -0.9931 0.1357 0.0309
C 0.2255 -0.9071 0.1934
H -1.6642 2.4405 0.4276
H 0.1179 1.9170 -0.2791
H 0.2563 -1.1136 1.3545
H 0.1901 -1.6995 -0.5867
H 3.2577 -1.4569 -1.1908
N -0.8492 1.5286 -0.0641
S -2.5151 -0.6854 0.0059
S 1.9740 -0.1592 0.1083
*
```

---

## Q
Here is 2 unconnected molecules or ions with the total composition C2H5NS2 from OMol25. Energies are from the ωB97M-V functional and the def2-TZVPD basis.

Computed properties:
SMILES string = CC=S.N=S
LUMO (spin up / spin down) = -1.653 / -1.645 eV
E_HOMO (spin up / spin down) = -8.60 / -8.59 eV

```
! RIJCOSX wB97M-V def2-TZVPD def2/J DEFGRID3
* xyz 0 1
C 0.6856 -0.8841 0.8387
C 0.5944 0.5311 0.8180
N -1.5244 0.6204 -1.7324
S 1.2973 -1.8826 2.0168
S -0.3833 0.0034 -2.5510
H 0.2643 -1.3347 0.0450
H 1.3899 0.8957 1.4560
H -0.4136 0.7693 1.1234
H 0.5441 0.9688 -0.0992
H -2.4543 0.3128 -1.9153
*
```

---

Least stable: P

---

## P
Here is C6H11NO in the gas phase from OMol25. Energies are from the ωB97M-V functional and the def2-TZVPD basis.

Computed properties:
LUMO (spin up / spin down) = 0.413 / 0.413 eV
E_HOMO (spin up / spin down) = -8.06 / -8.06 eV

```
! RIJCOSX wB97M-V def2-TZVPD def2/J DEFGRID3
* xyz 0 1
C -1.0425 -0.5715 0.4511
C -0.9596 -2.0315 0.1311
C 2.4161 0.4176 -0.1895
C -0.0702 0.8102 -0.2191
N -0.0652 1.9805 0.4467
C -1.7747 0.3719 -0.4606
C 1.0069 0.0289 -0.5169
O -2.6124 1.2260 -0.0403
H -1.1016 -0.3041 1.5035
H -0.9996 2.2734 0.7421
H 0.7443 2.2953 0.9551
H -1.8463 -0.0281 -1.4909
H 0.8652 -0.8278 -1.1567
H -0.1295 -2.5299 0.6313
H -0.8935 -2.2128 -0.9413
H -1.8998 -2.4817 0.4701
H 2.7364 1.2643 -0.8065
H 2.5192 0.7256 0.8553
H 3.1067 -0.4062 -0.3644
*
```

---

## Q
Here is 2 unconnected molecules or ions with the total composition C6H11NO from OMol25. Energies are from the ωB97M-V functional and the def2-TZVPD basis.

Computed properties:
SMILES string = Cc1cc[nH]c1C.O
LUMO = 0.812 eV
E_HOMO = -7.87 eV

```
! RIJCOSX wB97M-V def2-TZVPD def2/J DEFGRID3
* xyz 0 1
C 0.8043 0.7565 -1.2408
C 0.7807 -0.4255 -1.9311
N -0.1975 -1.2131 -1.3720
C -0.7121 -0.5691 -0.2802
C -0.1058 0.6855 -0.1496
C -0.2345 1.7421 0.8765
C -1.8231 -1.1733 0.4916
H 1.3149 1.6910 -1.4693
H 1.4759 -0.7817 -2.6725
H -0.1483 -2.2183 -1.3181
H -0.8155 2.6166 0.5239
H -0.6669 1.4099 1.8384
H 0.6465 2.2806 1.2134
H -2.6435 -1.6167 -0.0925
H -2.3299 -0.3856 1.0628
H -1.4530 -1.8662 1.2476
H 1.9648 -1.1042 1.0516
H 2.1647 0.4041 0.7580
O 1.9782 -0.2324 1.4623
*
```

---

## R
Here is C6H11NO in the gas phase from OMol25. Energies are from the ωB97M-V functional and the def2-TZVPD basis.

Computed properties:
SMILES string = C=C(O)N/C(C)=C/C
LUMO = 0.872 eV
E_HOMO = -7.62 eV

```
! RIJCOSX wB97M-V def2-TZVPD def2/J DEFGRID3
* xyz 0 1
C -2.4419 -0.6273 -0.3568
C -1.9642 0.4562 0.2510
O -2.6985 1.2102 1.1328
N -0.7335 1.0469 0.0429
H -3.5933 0.8508 1.1869
H -0.6922 1.9712 0.4556
H -0.1332 -1.4948 0.4538
H -3.4254 -0.9913 -0.1536
H -1.8557 -1.1585 -1.0746
C 1.6117 1.3701 -0.4438
C 2.0082 -1.6074 0.0209
C 0.5087 0.4136 -0.0760
C 0.7022 -0.8882 0.1315
H 2.4599 -1.7201 1.0144
H 2.2742 1.5557 0.4127
H 1.1943 2.3336 -0.7715
H 2.2186 0.9684 -1.2398
H 1.8441 -2.6116 -0.3884
H 2.7161 -1.0774 -0.5981
*
```

---

Least stable: P